Record 1
52
Properties=species:S:1:pos:R:3:forces:R:3:nbo_charge:R:1 method="wB97M-V/def2-TZVPD" gap_ev=5.58 total_charge=-1 homo_ev=-4.37 spin_multiplicity=1 energy_ev=-76181.9258 de_lowest_kj_mol=50.4
Pt 0.585855 -1.634009 0.678684 -0.100 0.025 0.114 0.773
S -1.529707 -1.724761 1.615748 0.136 0.019 -0.014 -0.184
C -2.377943 -0.373772 0.855583 -0.059 -0.073 -0.019 -0.218
C -2.926200 0.584314 1.696279 -0.009 0.006 0.004 -0.169
C -3.626534 1.688152 1.213732 0.035 -0.053 0.022 -0.227
C -4.090975 2.694220 2.113534 -0.106 0.021 -0.085 0.305
N -4.449460 3.525097 2.827160 0.049 -0.011 0.049 -0.369
C -3.770315 1.819771 -0.179976 0.012 -0.001 -0.013 -0.152
C -3.228348 0.872028 -1.024264 0.000 -0.011 -0.026 -0.191
C -2.508012 -0.256601 -0.562129 0.021 0.052 0.015 -0.170
S -1.816232 -1.338570 -1.690710 -0.032 -0.006 -0.014 -0.394
C -4.448358 2.955435 -0.742541 -0.034 0.010 0.059 0.307
N -4.985494 3.869065 -1.190094 0.020 -0.004 -0.030 -0.350
H -2.784178 0.477725 2.764441 0.005 0.004 0.000 0.228
H -3.342151 0.988670 -2.093847 -0.008 0.004 0.004 0.231
F 5.698333 2.688403 -0.930185 0.003 0.001 0.000 -0.302
C 4.920922 1.615934 -0.710298 0.006 -0.007 0.010 0.228
C 3.728457 1.458383 -1.391915 -0.022 -0.001 -0.015 0.260
F 3.346349 2.387992 -2.280042 0.003 -0.004 0.005 -0.302
C 2.933645 0.349214 -1.170962 0.009 0.027 -0.011 0.288
F 1.793172 0.238265 -1.867899 0.031 -0.004 0.018 -0.308
C 3.274786 -0.649492 -0.244723 -0.015 0.011 0.008 0.234
O 2.551659 -1.715140 -0.026889 0.030 -0.116 -0.013 -0.791
C 4.492673 -0.452208 0.424806 0.012 0.019 -0.012 0.259
F 4.893841 -1.364022 1.326059 -0.006 -0.003 -0.002 -0.308
C 5.300001 0.645867 0.199791 -0.009 0.004 -0.002 0.266
F 6.453383 0.781328 0.870374 0.003 0.004 -0.003 -0.302
N 0.719441 -8.873302 -0.560777 0.001 0.001 0.008 -0.295
C 0.687135 -7.744350 -0.352219 -0.002 -0.010 -0.009 0.277
C 0.650953 -6.328661 -0.091275 0.008 0.016 0.004 -0.127
C 1.743327 -5.699701 0.499660 -0.054 -0.008 -0.021 -0.209
C 1.674478 -4.341925 0.726632 0.064 -0.011 0.032 0.071
N 0.588812 -3.626942 0.406682 -0.005 0.046 -0.008 -0.412
C -0.464180 -4.221391 -0.166542 -0.054 -0.018 -0.026 0.065
C -0.465583 -5.579061 -0.433789 0.049 0.009 0.033 -0.200
H 2.631004 -6.250734 0.771648 -0.005 -0.016 -0.006 0.236
H 2.498913 -3.788386 1.152273 -0.017 0.029 -0.018 0.251
H -1.289098 -3.564693 -0.425799 0.008 0.008 -0.022 0.290
H -1.324403 -6.031744 -0.906589 0.001 -0.009 0.001 0.240
N 0.514663 0.339884 0.784160 0.014 0.031 -0.064 -0.385
C 0.170405 1.408998 0.570249 -0.055 -0.005 0.058 0.473
C -0.374561 2.682184 0.217323 0.032 -0.020 0.006 -0.227
C -0.948430 3.494339 1.192058 0.014 0.036 -0.013 -0.137
C -1.593462 4.656055 0.804299 0.020 -0.009 0.010 -0.218
C -1.659214 4.993398 -0.540672 -0.007 0.009 -0.012 -0.164
C -1.074351 4.183500 -1.506299 0.002 -0.010 0.004 -0.232
C -0.431135 3.016210 -1.135872 0.012 0.026 0.005 -0.085
H -0.919803 3.196623 2.231566 0.000 -0.005 -0.003 0.232
H -2.078307 5.272589 1.548740 -0.002 -0.001 -0.006 0.233
H -2.197730 5.881948 -0.842454 0.005 0.002 0.000 0.223
H -1.146601 4.446829 -2.552736 -0.002 0.001 0.000 0.222
H -0.001461 2.347051 -1.869970 -0.004 -0.003 -0.002 0.237



Record 2
22
Properties=species:S:1:pos:R:3:forces:R:3:nbo_charge:R:1 method="wB97M-V/def2-TZVPD" gap_ev=10.91 total_charge=0 smiles=CCCOCOC.O homo_ev=-10.10 spin_multiplicity=1 energy_ev=-11553.4465 de_lowest_kj_mol=65.4
C -0.021074 0.829923 2.068911 -0.531 0.254 0.252 -0.602
C 0.739518 -0.475580 2.001955 0.585 -0.348 0.813 -0.412
C 0.752426 -1.212220 0.693673 -0.027 0.047 -0.039 -0.075
O 1.512961 -0.418961 -0.220121 -0.405 -0.048 -0.847 -0.561
C 1.093514 -0.599500 -1.576383 0.607 -0.453 1.332 0.223
O -0.086035 0.113543 -1.828751 -0.068 0.548 -0.878 -0.561
C 0.086705 1.482179 -2.296482 0.705 -0.445 0.349 -0.258
H -0.016641 1.087547 3.141397 -0.255 0.312 -0.452 0.209
H -1.062454 0.645390 1.755721 0.234 0.259 0.131 0.192
H 0.370677 1.689225 1.499054 0.051 -0.583 0.109 0.211
H 1.784388 -0.293749 2.319162 -0.379 -0.230 -0.083 0.204
H 0.266329 -1.128537 2.760361 0.376 0.070 -0.278 0.202
H 1.236205 -2.202381 0.798452 -0.158 0.310 -0.011 0.172
H -0.291690 -1.380680 0.366725 0.400 0.203 -0.181 0.179
H 1.985690 -0.349503 -2.182167 -0.708 0.383 -0.021 0.165
H 0.915020 -1.687707 -1.673300 -0.402 0.535 -0.430 0.158
H 0.606810 2.073080 -1.523857 -0.183 -0.164 -0.244 0.182
H -0.877683 1.968078 -2.521151 0.262 -0.678 0.243 0.198
H 0.701846 1.481127 -3.212016 -0.220 0.013 0.259 0.175
O -3.423471 -0.892985 -0.129737 0.569 1.065 0.068 -0.946
H -3.518036 -0.168205 0.529060 0.135 -0.757 -0.745 0.468
H -2.755006 -0.560083 -0.770508 -0.588 -0.293 0.651 0.479



Record 3
20
Properties=species:S:1:pos:R:3:forces:R:3:nbo_charge:R:1 method="wB97M-V/def2-TZVPD" gap_ev=5.09 total_charge=+1 homo_ev=-12.73 spin_multiplicity=1 energy_ev=-21265.3546
C 3.583697 -0.365194 1.328436 0.318 0.440 -1.727 -0.231
C 2.790144 -0.301988 0.393692 -0.093 0.395 -0.175 -0.053
C 1.855610 -0.069432 -0.857779 1.297 0.457 0.926 -0.464
C 0.570237 0.801866 -0.518654 0.256 -0.774 0.642 -0.373
C -0.254314 0.305042 0.746326 1.747 1.104 -0.484 -0.655
P -2.133241 -0.039398 0.383985 -0.538 -0.437 4.237 0.607
O -1.729822 -1.357300 -0.735046 -0.047 -0.732 -0.124 -1.132
H 4.569278 -0.299999 1.870117 -1.976 -0.302 -0.503 0.272
H 1.635019 -1.053223 -1.367456 0.044 1.034 0.779 0.233
H 2.483434 0.548907 -1.583066 -0.725 -0.930 0.868 0.249
H -0.094157 0.770703 -1.462922 0.814 0.148 0.780 0.092
H 0.863879 1.892781 -0.401689 -0.430 -1.375 -0.182 0.251
H 0.213358 -0.595284 1.263369 -0.648 0.921 -1.053 0.260
H -0.209381 1.152496 1.510811 -0.538 -1.155 -0.977 0.255
H -2.145931 0.955752 -0.715799 0.046 0.705 -2.157 -0.112
H -3.528355 -0.267437 0.115016 0.301 -0.002 -0.283 -0.042
H -2.187608 -0.921697 1.528641 0.120 -0.129 -0.295 0.060
H -2.489054 1.042584 1.282897 -0.197 0.026 -0.435 -0.053
H -1.835554 -2.199979 -0.234477 0.086 0.510 -0.807 0.534
Cd -1.957231 0.000792 -2.546401 0.160 0.097 0.971 1.299



Record 4
22
Properties=species:S:1:pos:R:3:forces:R:3:nbo_charge:R:1 method="wB97M-V/def2-TZVPD" gap_ev="6.35 / 6.44" total_charge=0 homo_ev="-6.44 / -6.31" spin_multiplicity=1 energy_ev=-34217.9277 de_lowest_kj_mol=546.3
C -3.971816 -0.120258 -0.503002 -0.715 -0.617 -2.352 -0.323
C -3.107069 0.761325 0.151526 -1.031 1.428 0.190 -0.240
C -3.354512 -1.344592 -0.430166 -0.286 -1.241 -0.580 0.111
C -2.001725 0.032486 0.587289 -3.805 0.911 -0.564 0.033
C -0.923747 0.559812 1.146053 4.440 0.938 1.289 0.575
C 1.565299 -2.038340 1.307919 -1.300 -1.800 0.157 -0.796
C 2.119681 2.264875 -0.601220 -3.490 1.331 0.044 -0.761
C 1.219015 -0.255577 -0.537247 -1.554 -2.472 -1.410 -0.720
O -0.353264 1.297844 1.885484 -1.077 -0.619 -0.562 -0.461
O -2.162762 -1.254979 0.227112 -0.032 -0.754 -0.231 -0.385
S 2.234021 -0.493827 0.824152 0.851 0.889 -0.385 0.329
S 1.323754 1.009677 -1.690780 1.214 0.477 0.982 0.314
H -4.819315 0.203100 -1.225222 1.369 -0.933 1.821 0.247
H -3.459299 1.807950 0.263413 1.212 -0.755 0.262 0.240
H -3.569433 -2.386065 -0.799572 0.097 1.545 0.509 0.219
H 1.905116 -2.907494 0.570138 -0.928 1.771 1.665 0.228
H 0.381719 -1.866203 1.291513 2.490 -0.895 0.240 0.229
H 1.965601 -2.222451 2.360450 -0.783 -0.043 -1.423 0.243
H 1.381673 2.424390 0.277675 1.417 -0.308 -1.275 0.239
H 2.001196 3.156931 -1.240657 0.445 -0.101 0.479 0.226
H 3.116690 2.170170 -0.246449 0.814 -0.633 -0.060 0.225
H 0.840331 -1.238041 -1.058540 0.652 1.880 1.203 0.230



Record 5
102
Properties=species:S:1:pos:R:3:forces:R:3:mulliken_charge:R:1 method="wB97M-V/def2-TZVPD" gap_ev=10.98 total_charge=0 smiles="COC(=O)OC.COC(=O)OC.COC(=O)OC.COC(=O)OC.COC(=O)OC.COC(=O)OC.O=C1OCCO1.O=C1OCCO1.O=C1OCCO1" homo_ev=-10.69 spin_multiplicity=1 energy_ev=-84060.0029 de_lowest_kj_mol=0.0
C -2.911111 -7.824785 17.494151 0.259 -0.226 -0.280 -0.193
O -3.761633 -7.348422 16.445197 0.016 0.005 -0.156 -0.442
C -3.508703 -7.628984 15.164161 -0.040 0.269 0.191 0.673
O -4.110529 -7.120953 14.263447 -0.086 -0.022 -0.045 -0.591
O -2.531893 -8.531516 15.022058 0.272 -0.173 0.191 0.257
C -2.258974 -8.932232 13.685418 -0.218 -0.048 -0.572 -0.904
H -3.552622 -7.883748 18.366324 0.145 0.104 0.141 0.223
H -2.067565 -7.147544 17.630736 -0.200 0.210 0.155 0.376
H -2.478490 -8.798002 17.271634 -0.278 -0.133 -0.021 -0.091
H -3.182202 -9.047569 13.115527 0.000 0.004 0.128 0.421
H -1.751058 -9.890570 13.734179 0.081 0.036 0.100 0.287
H -1.652310 -8.187991 13.168055 0.083 -0.010 0.139 0.138
C -2.319392 -9.205935 21.170667 0.395 0.483 -0.115 -0.784
O -1.235238 -9.081257 20.235555 0.034 0.122 -0.015 -0.191
C -0.284915 -10.021268 20.299952 -0.277 0.247 -0.144 0.664
O -0.311345 -11.002572 20.985812 0.094 -0.148 0.143 -0.581
O 0.669655 -9.667862 19.439777 0.245 -0.168 0.394 -0.130
C 1.756906 -10.603740 19.326329 0.181 0.079 -0.035 -0.869
H -3.051211 -8.485640 20.816202 -0.252 -0.296 -0.073 0.208
H -1.995903 -8.857215 22.151521 0.086 -0.298 0.072 0.308
H -2.667318 -10.231989 21.200700 -0.204 0.020 0.070 0.366
H 2.272165 -10.787541 20.268076 -0.364 0.044 0.183 0.411
H 2.476341 -10.126640 18.664879 -0.160 -0.095 -0.206 0.281
H 1.385196 -11.538335 18.924015 0.137 -0.081 -0.061 0.319
C 0.058609 -10.504603 16.358620 -0.461 0.296 -0.274 -0.309
O -0.039101 -11.923009 16.265166 0.561 0.204 0.256 -0.115
C -1.199185 -12.455389 15.942349 -0.336 -0.005 -0.465 0.450
O -2.274904 -11.911495 15.876477 -0.006 0.225 0.270 -0.552
O -0.957131 -13.719772 15.646739 0.593 -0.767 -0.066 -0.187
C -2.055608 -14.616277 15.638477 -0.822 0.508 0.886 -0.291
H 1.095143 -10.272980 16.565415 0.089 -0.112 -0.022 0.082
H -0.562568 -10.099866 17.156247 -0.072 -0.127 -0.006 -0.172
H -0.248313 -10.070192 15.407331 0.055 0.145 0.102 0.330
H -2.431897 -14.673427 16.667522 -0.057 -0.160 -0.108 0.459
H -1.716676 -15.600099 15.345147 0.227 0.089 -0.315 -0.056
H -2.860326 -14.236217 15.018583 0.086 -0.177 -0.269 -0.020
C -7.864147 -19.557485 15.389572 -0.786 0.195 0.301 -0.658
O -6.697691 -19.038875 16.030187 0.053 -0.015 -0.165 -0.354
C -5.629952 -18.863049 15.258298 0.214 0.104 0.163 0.940
O -5.535962 -19.098609 14.081111 -0.082 -0.047 -0.123 -0.584
O -4.655898 -18.370191 16.022945 -0.141 -0.095 0.233 -0.371
C -3.373158 -18.267491 15.418552 0.500 -0.120 -0.248 -0.161
H -8.683961 -18.853666 15.552877 0.211 0.131 -0.078 0.248
H -8.166301 -20.471358 15.898044 0.302 -0.159 -0.142 0.252
H -7.719015 -19.700209 14.326075 0.150 -0.137 -0.023 0.335
H -3.260785 -17.328571 14.877718 -0.143 0.017 -0.006 -0.190
H -3.186483 -19.096900 14.736981 -0.134 0.030 -0.015 0.359
H -2.635844 -18.315273 16.216658 -0.147 0.086 0.116 0.256
C 0.879699 -6.923753 17.858466 -0.216 -0.605 1.372 -0.485
O 1.061323 -7.005893 16.458370 0.219 0.285 -0.317 -0.236
C 0.658199 -5.971970 15.715057 0.253 -0.232 -0.197 0.867
O 0.050695 -5.017098 16.101055 -0.206 0.301 0.156 -0.581
O 1.062667 -6.204167 14.459126 -0.295 0.002 0.301 -0.307
C 0.642198 -5.258762 13.467155 0.558 0.322 -0.028 -0.739
H 0.464383 -7.878571 18.170116 -0.110 0.087 -0.053 0.039
H 0.237978 -6.131448 18.240386 -0.128 0.168 -0.673 0.360
H 1.819729 -6.833037 18.409535 0.259 0.101 -0.527 0.301
H 1.553812 -4.836323 13.042134 -0.075 -0.186 -0.220 0.261
H 0.087499 -4.421225 13.881541 -0.243 -0.278 0.196 0.369
H 0.072883 -5.803641 12.722267 -0.070 0.088 -0.098 0.230
C 4.794397 -16.252265 13.812155 0.802 -0.386 -1.003 -0.845
O 3.924678 -15.465248 14.586835 -0.485 0.340 0.360 -0.185
C 3.099275 -16.143808 15.410367 0.398 0.145 -0.404 0.507
O 3.056412 -17.333645 15.497627 -0.186 -0.539 0.153 -0.560
O 2.367870 -15.261635 16.061913 -0.016 0.671 -0.019 0.001
C 1.317915 -15.745755 16.886496 -0.142 -0.571 0.797 -0.601
H 5.624114 -16.653561 14.393817 -0.169 -0.075 0.188 0.332
H 5.220087 -15.616891 13.032026 -0.111 0.246 0.276 0.249
H 4.298540 -17.059991 13.273394 -0.229 -0.066 0.378 0.353
H 1.681013 -16.360922 17.714546 0.321 -0.009 -0.249 0.385
H 0.620975 -16.356240 16.314487 -0.066 0.194 -0.124 0.253
H 0.850629 -14.880912 17.343310 -0.103 0.146 -0.346 0.063
O -2.572737 -13.845373 12.389550 0.191 0.307 0.065 -0.464
C -3.370901 -14.684735 12.140410 0.114 -0.415 0.077 0.513
O -3.925846 -14.899568 10.936358 -0.193 -0.237 -0.014 -0.387
C -5.027408 -15.819432 11.092964 0.432 0.150 0.117 -0.383
C -4.703242 -16.502837 12.421814 -0.973 -0.179 -0.659 -0.234
O -3.810797 -15.593631 13.058281 -0.291 -0.009 -0.156 -0.161
H -5.931383 -15.212561 11.103121 -0.125 -0.179 0.099 0.248
H -5.056611 -16.540852 10.281566 0.103 0.227 -0.199 0.305
H -4.266884 -17.489195 12.274063 0.383 0.140 0.138 0.307
H -5.636980 -16.659435 12.960992 0.304 0.206 0.496 0.244
O 3.056205 -13.307088 18.580523 -0.188 -0.273 0.109 -0.575
C 3.436589 -12.969819 17.506838 0.589 0.248 0.043 0.502
O 2.786926 -12.119434 16.701554 -0.074 0.121 -0.242 0.333
C 3.477670 -11.972140 15.446286 0.614 -1.248 0.954 -0.376
C 4.842170 -12.639223 15.765691 0.169 1.053 -1.077 -0.419
O 4.637134 -13.318708 16.983920 -0.118 -0.099 0.011 -0.407
H 2.966222 -12.594956 14.716437 -0.297 0.535 -0.264 0.250
H 3.572992 -10.912377 15.250211 -0.224 0.006 -0.431 0.416
H 5.625358 -11.876437 15.828204 -0.023 -0.107 0.592 0.335
H 5.166639 -13.299455 14.964299 -0.254 -0.381 0.251 0.166
O -8.443706 -10.392071 15.386976 -0.380 0.085 -0.104 -0.542
C -7.312819 -10.724429 15.476988 0.384 -0.095 -0.039 0.500
O -6.316737 -9.951777 15.956278 0.105 0.012 0.130 -0.399
C -5.073641 -10.653117 15.865481 -0.081 -0.589 -0.356 0.056
C -5.530551 -12.107736 15.638357 1.092 0.721 -0.100 0.461
O -6.832935 -11.942597 15.100669 -0.234 -0.091 0.329 -0.378
H -4.499272 -10.318640 15.000891 -0.131 0.253 0.053 -0.081
H -4.479281 -10.508761 16.760562 -0.107 0.044 0.102 0.230
H -5.506970 -12.678797 16.566365 -0.399 -0.138 -0.050 0.194
H -4.876976 -12.565613 14.900054 -0.152 -0.248 0.022 -0.131



Record 6
19
Properties=species:S:1:pos:R:3:forces:R:3:lowdin_spin:R:1 method="wB97M-V/def2-TZVPD" gap_ev="2.75 / 11.39" total_charge=-1 homo_ev="1.41 / -7.31" spin_multiplicity=2 energy_ev=-5409.2873 s_squared=0.75 de_lowest_kj_mol=117.9
C 0.786370 -1.485304 -1.046710 1.288 -0.082 -0.695 0.220
C 1.413210 -1.748474 -2.502348 -2.402 -1.693 0.500 0.218
H -0.143723 -2.178373 -0.881508 1.693 1.503 -0.121 0.044
H 1.600545 -1.589313 -0.223713 -1.470 -0.170 -1.192 0.042
H 0.578421 -0.383673 -1.116248 -0.525 -0.923 0.524 0.029
H 1.585512 -2.874299 -2.657001 0.874 1.630 0.353 0.026
H 2.170016 -0.988534 -2.782475 -0.192 -0.917 0.130 0.039
H 0.519619 -1.694751 -3.190858 0.831 0.623 0.351 0.034
C -1.330999 1.267957 1.206766 1.306 -0.626 1.141 0.046
C -0.773904 -0.140862 1.666187 -1.371 -0.355 1.402 0.052
C -0.196735 2.229116 0.847198 -1.597 2.243 -2.831 0.113
H -1.986362 1.171567 0.377523 -0.507 -0.486 -0.963 0.023
H -1.961679 1.755913 1.961629 0.269 -0.247 0.200 0.005
H 0.065897 -0.370673 1.032671 0.146 -0.338 -0.018 0.005
H 0.530982 2.225027 1.590981 1.290 0.332 1.414 0.014
H -1.567727 -0.938477 1.518749 0.860 0.774 -0.090 0.018
H -0.462365 -0.313169 2.790827 -0.470 1.008 -2.074 0.008
H 0.358697 2.153246 -0.156949 -0.989 -0.755 1.325 0.046
H -0.675486 3.290911 0.709815 0.967 -1.520 0.643 0.016